Computed, not measured: a 2-piece molecular cluster, CCl6P overall at a distorted geometry, with ωB97M-V/def2-TZVPD.

```
! wB97M-V def2-TZVPD RIJCOSX def2/J DEFGRID3
* xyz 1 1
P -0.7884 0.0419 -1.1204
C 1.2189 0.0781 1.5108
Cl 0.8185 -1.3611 2.1148
Cl 0.3745 1.4256 1.9409
Cl -0.4394 -1.5784 -2.1779
Cl 2.5948 0.2870 0.5426
Cl -1.2305 1.3142 -2.6129
Cl -2.5485 -0.2072 -0.1979
*
```

Lowest unoccupied orbital energy in hartree: -0.275
Highest occupied orbital energy in eV: -13.33
Kohn-Sham gap in eV: 5.9
Molar mass in g/mol: 255.70

---

Computed, not measured: an isolated ion of composition CCl6P and charge +1 at a distorted geometry, with ωB97M-V/def2-TZVPD.

```
! wB97M-V def2-TZVPD RIJCOSX def2/J DEFGRID3
* xyz 1 1
Cl -2.0083 -1.8240 0.0973
Cl -1.5320 1.3164 1.5284
P -1.1326 0.1914 -0.0076
Cl -1.5397 1.1471 -1.6496
Cl 1.2305 -1.0956 -1.4051
Cl 1.4295 1.4994 -0.0828
Cl 1.2377 -0.9545 1.4977
C 0.7474 -0.0907 0.0197
*
```

Lowest unoccupied orbital energy in hartree: -0.232
Highest occupied orbital energy in eV: -15.57
Kohn-Sham gap in eV: 9.3
Molar mass in g/mol: 255.70

---

Computed, not measured: a 2-piece molecular cluster, CClF3OS overall at a distorted geometry, with ωB97M-V/def2-TZVPD.

```
! wB97M-V def2-TZVPD RIJCOSX def2/J DEFGRID3
* xyz 0 1
Cl -0.8744 1.6818 -0.1905
F -1.8124 -0.4561 0.7074
C -0.8751 -0.0600 -0.1424
F 2.4261 2.0286 0.6182
F -1.1275 -0.6896 -1.3257
O 1.3905 -1.7398 -0.2881
S 0.8728 -0.7649 0.6211
*
```

Lowest unoccupied orbital energy (alpha / beta) in hartree: -0.074 / -0.152
Highest occupied orbital energy (alpha / beta) in eV: -10.92 / -9.91
Kohn-Sham gap (alpha / beta) in eV: 8.9 / 5.8
Molar mass in g/mol: 152.52

---

Computed, not measured: a 2-piece molecular cluster, CClFN2O4 overall at a distorted geometry, with ωB97M-V/def2-TZVPD.

```
! wB97M-V def2-TZVPD RIJCOSX def2/J DEFGRID3
* xyz 0 1
C -0.8637 0.1428 -0.5289
F -0.8524 -0.1762 -1.8139
Cl -1.8309 1.3827 0.1633
O 2.3185 0.5478 -0.4631
O 1.1995 1.9531 0.8334
N 1.4977 1.1120 0.1031
O -1.1143 -0.9329 1.4391
N -0.8740 -1.0513 0.2770
O -0.5382 -2.0889 -0.2334
*
```

Lowest unoccupied orbital energy (alpha / beta) in hartree: -0.077 / -0.040
Highest occupied orbital energy (alpha / beta) in eV: -9.76 / -10.10
Kohn-Sham gap (alpha / beta) in eV: 7.7 / 9.0
Molar mass in g/mol: 158.47

---

Computed, not measured: a 2-piece molecular cluster, CClIS overall at a distorted geometry, with ωB97M-V/def2-TZVPD.

```
! wB97M-V def2-TZVPD RIJCOSX def2/J DEFGRID3
* xyz 0 1
S -0.9913 1.6934 -0.1117
C 0.0778 0.6006 0.1198
Cl -1.0430 -2.2413 -0.0357
I 1.9565 -0.0527 0.0276
*
```

Lowest unoccupied orbital energy (alpha / beta) in hartree: -0.101 / -0.101
Highest occupied orbital energy (alpha / beta) in eV: -8.50 / -8.52
Kohn-Sham gap (alpha / beta) in eV: 5.8 / 5.8
Molar mass in g/mol: 206.44

---

Computed, not measured: an isolated ion of composition CClNO3P and charge -1 at a distorted geometry, with ωB97M-V/def2-TZVPD.

```
! wB97M-V def2-TZVPD RIJCOSX def2/J DEFGRID3
* xyz -1 1
Cl 2.3824 0.9213 0.1089
C -1.7392 0.5793 0.0454
N -2.8789 0.4147 0.1022
P 0.9885 -0.5040 -0.0473
O 0.9603 -1.0725 -1.3928
O 0.8398 -1.2441 1.2024
O -0.5530 0.9054 -0.0188
*
```

Lowest unoccupied orbital energy in hartree: 0.122
Highest occupied orbital energy in eV: -5.96
Kohn-Sham gap in eV: 9.3
Molar mass in g/mol: 140.44
SMILES: N#CO[P@](=O)([O-])Cl

---

Number 1: electronic energy -85452.7936 eV. Number 2: electronic energy -85453.5603 eV. Number 3: electronic energy -34589.7310 eV. Number 4: electronic energy -27438.1047 eV. Number 5: electronic energy -32491.8518 eV. Number 6: electronic energy -30485.2641 eV.